11
Properties=species:S:1:pos:R:3:forces:R:3:lowdin_charge:R:1 method="wB97M-V/def2-TZVPD" gap_ha=0.3404 max_force_ev_per_a=3.0 total_energy_ev=-19034.3437 e_homo_ev=-9.256 de_lowest_ev=4.7047 charge=0
N 2.350169 -1.536782 0.659355 -0.7 0.0 0.2 0.1783
C 1.235918 -1.739964 0.420385 2.0 0.3 0.0 -0.2232
C 0.011757 -2.005318 -0.073339 -2.7 -1.3 -0.6 -0.0347
N -0.991965 -2.537951 -0.369656 2.3 1.5 0.6 -0.0953
O -2.032967 -2.946147 -0.719612 -0.9 -0.5 -0.3 0.0992
C 0.373789 1.955852 0.089399 -0.1 1.6 0.9 -0.5330
S -1.105388 1.059033 0.583268 -1.6 0.6 -2.0 0.5769
H 0.971764 1.401641 -0.573402 0.5 -0.7 -1.3 -0.0192
H 1.049087 1.965388 1.013325 -1.2 0.9 -1.1 0.0536
H 0.015393 2.939999 -0.421526 1.3 -1.5 1.5 0.0640
H -1.877558 1.444248 -0.608198 1.2 -0.8 2.1 -0.0667